DFT (ωB97M-V/def2-TZVPD) results for C27H34N4O4P2Pb as an isolated structure in a non-equilibrium geometry.

```
72
Properties=species:S:1:pos:R:3:lowdin_charge:R:1
Pb -6.557 6.233 17.030 1.22
P -9.228 6.694 16.469 0.75
P -8.046 3.875 17.958 0.74
O -5.696 8.774 16.409 -0.12
O -6.713 7.569 19.141 -0.19
O -2.479 7.765 9.974 -0.05
O -3.008 7.077 12.563 0.06
N -7.031 10.366 17.714 0.10
N -6.297 10.951 16.862 0.16
N -6.269 5.463 14.556 -0.09
N -3.210 5.634 10.847 0.09
C -5.635 9.989 16.122 -0.38
C -5.009 11.898 14.735 -0.03
C -7.813 2.273 17.111 -0.24
C -7.550 8.171 19.908 -0.33
C -7.808 3.463 19.745 -0.24
C -6.761 4.081 12.656 -0.01
C -3.210 11.880 13.073 -0.03
C -3.636 6.160 12.044 -0.41
C -8.073 7.433 21.041 0.02
C -4.847 10.540 15.010 -0.17
C -7.627 10.564 18.829 -0.01
C -3.914 9.845 14.265 -0.02
C -2.172 6.374 10.163 -0.21
C -4.844 5.521 12.642 -0.07
C -9.492 9.269 21.691 -0.03
C -5.194 5.983 13.927 -0.04
C -9.039 7.952 21.871 -0.03
C -9.812 4.252 17.838 -0.42
C -4.217 12.540 13.785 -0.05
C -10.198 7.906 17.433 -0.24
C -7.989 9.523 19.791 -0.09
C -8.943 10.037 20.705 -0.03
C -3.100 10.509 13.341 -0.05
C -10.125 5.102 16.609 -0.41
C -5.631 4.562 11.993 0.03
C -7.026 4.524 13.960 -0.13
C -9.622 7.243 14.759 -0.23
H -2.502 8.132 10.884 0.07
H -5.814 12.452 15.223 0.11
H -4.644 6.761 14.455 0.11
H -10.253 7.640 18.502 0.05
H -7.603 6.495 21.262 0.11
H -1.246 6.343 10.801 0.15
H -11.211 5.358 16.531 0.11
H -3.711 8.792 14.441 0.09
H -6.736 2.072 17.187 0.06
H -2.027 5.920 9.177 0.14
H -2.566 12.393 12.355 0.12
H -4.409 13.601 13.609 0.12
H -7.855 4.125 14.533 0.08
H -10.311 3.266 17.816 0.11
H -10.147 4.729 18.766 0.09
H -10.713 7.253 14.598 0.07
H -8.427 1.525 17.647 0.07
H -8.530 2.713 20.104 0.07
H -8.083 2.341 16.065 0.03
H -6.765 3.112 19.906 0.07
H -7.966 11.629 18.995 0.17
H -9.135 6.584 14.034 0.03
H -11.247 8.002 17.040 0.08
H -9.269 8.283 14.620 0.07
H -9.732 8.905 17.361 0.05
H -7.390 3.364 12.161 0.12
H -9.498 7.393 22.679 0.12
H -3.829 4.974 10.376 0.13
H -5.382 4.210 10.986 0.13
H -9.268 11.083 20.641 0.13
H -2.370 9.895 12.821 0.10
H -10.289 9.726 22.311 0.14
H -9.898 4.518 15.688 0.09
H -7.952 4.372 20.330 0.02
```

Results
Energy above the lowest of the compared OMol25 structures with the same formula, charge and spin: 26.2 kcal per mole
E_HOMO (spin up / spin down): -13.479 / -13.444 eV
LUMO level (spin up / spin down): -0.301 / -0.258 hartree
Net charge: +2

=====

DFT (ωB97M-V/def2-TZVPD) results for C24H56O22Tl as an isolated structure in a non-equilibrium geometry.

```
103
Properties=species:S:1:pos:R:3:lowdin_charge:R:1
Tl 1.005 4.055 1.037 1.17
O 2.812 5.571 2.643 -0.20
O -8.083 -2.244 -0.222 -0.05
O 2.941 3.296 -1.063 -0.15
O -5.439 -3.459 -1.081 -0.08
O 2.521 -2.780 5.560 -0.05
O -5.907 1.387 -3.272 -0.09
O -0.793 2.186 -0.329 0.02
O -6.212 2.359 0.158 -0.06
O 1.081 1.226 1.278 0.04
O -1.243 -2.741 1.732 0.16
O 0.212 -4.770 5.403 -0.04
O 1.531 -3.677 1.181 -0.10
O -1.483 0.702 -5.605 -0.06
O 4.700 -3.477 0.404 -0.07
O 4.893 1.043 -0.166 -0.06
O -0.974 2.505 -3.392 -0.10
O 0.515 4.485 -1.903 -0.16
O 2.303 -1.133 -3.741 -0.03
O 4.014 0.372 2.739 -0.08
O 1.863 -2.500 -1.231 -0.08
O 3.341 2.922 2.328 -0.19
O -3.245 -1.631 0.097 0.17
C 1.282 -2.633 4.879 -0.25
C -0.912 1.029 -0.008 -0.26
C 5.695 0.975 1.008 -0.21
C -6.700 -3.620 -1.717 -0.22
C -1.151 -1.593 1.270 -0.33
C 1.549 4.011 -2.788 -0.22
C 1.319 -0.797 -2.795 -0.26
C 2.753 -4.122 1.774 -0.19
C -6.726 1.649 -2.111 -0.22
C 5.153 -0.090 2.002 -0.18
C 4.120 5.086 3.000 -0.21
C -2.361 1.701 -5.095 -0.21
C 3.981 3.627 3.377 -0.23
C 0.095 -3.375 5.548 -0.23
C -2.189 -1.035 0.349 -0.32
C -5.747 1.617 -0.979 -0.25
C -7.530 -2.326 -1.500 -0.26
C 0.800 -2.004 -2.055 -0.21
C 0.209 0.458 0.977 -0.27
C -2.201 1.782 -3.575 -0.22
C 3.799 -4.532 0.733 -0.21
C -2.089 0.199 -0.276 0.23
C -0.062 -0.831 1.623 0.20
C 2.279 2.794 -2.263 -0.17
H -5.013 -2.708 -1.503 0.06
H -2.942 0.456 -0.892 0.13
H 0.522 -2.780 -2.781 0.13
H 3.428 1.959 2.550 0.05
H -0.751 -2.862 5.089 0.12
H -7.409 -2.100 0.444 0.09
H 5.864 1.942 1.470 0.11
H 3.685 -0.345 3.291 0.10
H -3.405 1.513 -5.328 0.12
H -8.232 -2.190 -2.327 0.12
H 4.590 5.675 3.789 0.13
H -7.263 -4.430 -1.263 0.12
H 1.596 2.029 -1.892 0.09
H -0.837 2.614 -2.442 0.04
H -2.975 2.355 -3.055 0.11
H 0.077 -3.197 6.628 0.13
H 0.856 -3.429 1.823 0.04
H 1.285 -2.942 3.824 0.08
H -2.219 0.759 -3.179 0.11
H -0.160 4.870 -2.465 0.09
H 4.391 -5.376 1.080 0.12
H 1.695 -0.052 -2.090 0.10
H 2.635 -4.967 2.453 0.13
H -6.037 2.051 -3.950 0.08
H 1.201 -1.544 4.785 0.11
H 5.934 -0.041 2.773 0.13
H -6.596 -3.707 -2.803 0.11
H 4.742 5.247 2.112 0.12
H 4.219 -2.957 -0.255 0.07
H 0.974 3.829 -3.703 0.12
H -0.081 -1.901 -1.413 0.11
H -6.983 1.931 0.542 0.09
H -0.606 0.922 -5.272 0.07
H 2.363 -2.073 -3.927 0.09
H -4.753 2.007 -1.177 0.10
H 2.299 4.779 -2.990 0.13
H 2.600 -3.720 5.763 0.08
H -7.101 2.668 -2.267 0.13
H 3.369 3.609 4.284 0.13
H 6.673 0.595 0.694 0.12
H 4.845 0.163 -0.552 0.09
H 3.285 -4.844 -0.182 0.13
H 0.926 -5.067 5.973 0.09
H 3.037 2.420 -2.946 0.14
H -5.661 0.563 -0.671 0.11
H -6.852 -1.456 -1.571 0.10
H 2.852 6.532 2.600 0.10
H 1.479 -2.859 -0.408 0.04
H -7.614 1.014 -2.094 0.12
H 4.963 3.166 3.505 0.13
H -1.942 2.628 -5.493 0.12
H 3.092 -3.180 2.221 0.11
H 0.478 -0.318 -3.314 0.11
H 5.140 -1.044 1.486 0.11
H 3.889 3.245 -1.211 0.08
H 0.729 -1.118 2.303 0.13
```

Results
Energy above the lowest of the compared OMol25 structures with the same formula, charge and spin: 53.6 kcal per mole
E_HOMO: -11.380 eV
LUMO level: -0.286 hartree
Net charge: +1

=====

DFT (ωB97M-V/def2-TZVPD) results for a 3-piece molecular cluster, C36H58FN4O2PS3 overall in a non-equilibrium geometry.

```
105
Properties=species:S:1:pos:R:3:lowdin_charge:R:1
S -7.330 -1.940 -2.117 0.59
S 1.158 -1.896 1.210 0.75
S 2.635 -1.520 -1.458 0.58
P -5.301 4.187 2.931 0.75
F -4.424 -0.465 -2.843 -0.08
O -3.682 5.177 -0.107 -0.01
O -2.522 2.327 3.857 -0.01
N -5.734 3.010 3.982 -0.33
N -3.711 3.846 2.122 -0.18
N 2.936 0.471 0.568 -0.22
N -4.943 4.399 -5.425 -0.03
C -5.059 -3.193 -0.951 -0.27
C -0.344 -0.774 1.577 -0.45
C 9.520 6.560 -3.290 -0.12
C -3.617 3.779 -5.086 -0.10
C -0.113 -7.420 2.703 -0.23
C 6.989 3.927 -2.359 -0.27
C 6.681 2.677 -3.169 -0.11
C -0.794 -9.056 4.533 -0.12
C -2.222 -5.944 2.959 -0.26
C 2.321 -0.854 0.111 -0.94
C -5.924 3.303 -3.014 0.01
C 3.263 0.110 3.159 -0.12
C -0.809 -8.740 3.045 -0.27
C -6.476 -2.490 -0.518 -0.53
C 4.141 2.723 -0.145 -0.12
C -3.729 -0.891 -0.181 -0.01
C -1.473 -1.737 2.277 -0.25
C -0.750 -6.167 3.314 -0.22
C -3.720 -2.529 -0.272 -0.17
C -4.107 0.087 -1.485 0.03
C 3.617 1.199 -0.575 -0.29
C 3.947 0.055 1.644 -0.24
C -3.391 1.521 1.401 0.03
C 9.029 5.441 -4.196 -0.27
C -2.456 -5.738 1.470 -0.11
C -3.216 2.914 -3.754 0.01
C 7.509 5.446 -4.388 -0.23
C -3.351 -0.111 1.249 -0.03
C -6.027 4.141 -4.418 -0.11
C -3.118 2.529 2.664 -0.25
C -4.437 2.649 -2.654 -0.11
C -4.101 1.746 -1.328 -0.02
C -2.924 -1.013 2.550 -0.16
C 6.688 5.225 -3.113 -0.23
C -3.767 2.459 0.110 0.03
C -3.720 4.026 0.589 -0.25
H 5.628 2.655 -3.467 0.07
H 10.612 6.532 -3.218 0.07
H 3.987 0.519 3.983 0.08
H 2.885 -0.996 3.388 0.06
H -2.809 -2.825 -0.984 0.14
H -2.165 -6.618 0.891 0.07
H -1.270 -10.025 4.716 0.07
H -1.337 -8.305 5.112 0.07
H -3.759 -1.819 2.781 0.13
H 0.001 0.138 2.255 0.10
H 4.604 0.597 -0.824 0.11
H -1.888 -4.878 1.102 0.05
H 7.248 4.681 -5.128 0.10
H -1.558 -2.742 1.683 0.08
H -6.806 3.122 -2.249 0.10
H 8.034 3.905 -2.031 0.10
H 3.623 3.058 0.873 0.09
H 6.883 1.782 -2.572 0.07
H -0.655 -6.205 4.405 0.10
H 7.210 6.405 -4.830 0.11
H -0.077 -7.316 1.612 0.10
H 0.932 -7.473 3.034 0.11
H 5.624 5.242 -3.380 0.11
H 2.942 1.360 -1.524 0.11
H 4.322 -1.046 1.376 0.13
H -6.382 -1.632 0.274 0.09
H -2.576 -5.052 3.492 0.10
H 7.296 2.618 -4.072 0.07
H -3.518 -5.550 1.279 0.06
H -2.738 3.946 -5.878 0.11
H -2.836 -6.777 3.317 0.10
H -6.609 -2.440 -3.245 -0.11
H -3.519 -3.076 0.746 0.08
H 9.364 4.476 -3.804 0.10
H -2.164 2.452 -3.510 0.10
H -0.170 -5.293 2.993 0.10
H -5.261 5.416 3.727 0.02
H -4.907 -3.284 -2.132 0.10
H -5.119 -4.322 -0.570 0.11
H -6.649 2.585 3.662 -0.03
H -1.841 -8.737 2.681 0.10
H 2.273 0.757 3.033 0.08
H 9.234 7.538 -3.689 0.08
H 0.233 -9.109 4.909 0.08
H 6.381 3.907 -1.446 0.07
H 5.305 2.719 0.086 0.07
H -1.045 -2.024 3.354 0.13
H 9.503 5.555 -5.179 0.11
H -7.095 4.619 -4.657 0.11
H -0.648 -0.323 0.540 0.09
H 4.891 0.755 1.690 0.12
H -6.369 4.221 1.928 0.03
H 9.118 6.467 -2.277 0.07
H -2.857 -0.324 3.503 0.12
H -0.298 -9.551 2.512 0.11
H 3.973 3.513 -1.000 0.08
H -7.166 -3.323 -0.020 0.08
H 6.839 6.069 -2.431 0.10
```

Results
E_HOMO: -8.523 eV
LUMO level: -0.072 hartree
Net charge: 0

=====

DFT (ωB97M-V/def2-TZVPD) results for the molecule C4H10O2 in a non-equilibrium geometry.

```
16
Properties=species:S:1:pos:R:3:nbo_charge:R:1
O 1.521 -1.204 -0.473 -0.77
O 0.074 -1.031 1.449 -0.77
C 1.692 0.150 -0.797 -0.06
C -0.382 0.225 0.571 0.13
C 0.309 0.769 -0.745 -0.45
C -1.849 0.039 0.340 -0.65
H 2.360 0.686 -0.100 0.15
H 2.149 0.224 -1.794 0.18
H -2.324 0.997 0.110 0.23
H -0.102 0.911 1.357 0.19
H -2.287 -0.394 1.237 0.22
H -0.250 0.512 -1.660 0.20
H -2.009 -0.625 -0.520 0.21
H 0.310 1.883 -0.717 0.22
H 1.168 -1.261 0.480 0.49
H -0.381 -1.880 1.261 0.48
```

Results
Energy above the lowest of the compared OMol25 structures with the same formula, charge and spin: 45.4 kcal per mole
E_HOMO: -9.542 eV
LUMO level: 0.032 hartree
Net charge: 0

=====

DFT (ωB97M-V/def2-TZVPD) results for the molecule C3H4OS in a non-equilibrium geometry.

```
9
Properties=species:S:1:pos:R:3:nbo_charge:R:1
S 1.682 1.133 0.511 0.04
O 0.395 -2.238 -0.755 -0.29
C -0.840 -0.030 -0.451 -0.38
C 0.376 -0.043 0.469 -0.38
C 0.118 -1.113 -0.479 0.23
H 0.645 2.145 0.487 0.15
H -1.862 -0.085 -0.079 0.22
H -0.641 0.696 -1.223 0.21
H 0.125 -0.467 1.520 0.21
```

Results
Energy above the lowest of the compared OMol25 structures with the same formula, charge and spin: 55.9 kcal per mole
E_HOMO (spin up / spin down): -6.093 / -9.746 eV
LUMO level (spin up / spin down): 0.024 / -0.087 hartree
Net charge: 0
2S+1: 3

=====

DFT (ωB97M-V/def2-TZVPD) results for a 9-piece molecular cluster, C35H93N11O9 overall in a non-equilibrium geometry.

```
148
Properties=species:S:1:pos:R:3:lowdin_charge:R:1
O -3.774 -3.488 -1.437 -0.21
O 2.327 3.177 -3.794 -0.19
O -0.611 -4.391 -6.334 0.05
O 5.389 -0.077 2.375 -0.04
O 5.507 6.757 1.186 -0.19
O -0.743 0.811 1.201 -0.01
O -2.138 -5.353 5.777 -0.18
O -5.322 3.286 4.623 -0.22
O -3.316 2.367 -5.504 -0.19
N -4.596 0.021 -7.868 0.03
N -2.079 -4.982 -4.886 0.19
N -0.236 0.924 -0.945 0.16
N -6.096 -2.599 -3.241 0.03
N -0.676 -3.520 -4.318 0.17
N 1.185 0.912 -5.469 0.03
N -1.512 2.941 4.715 0.02
N 0.911 2.215 0.370 0.17
N 3.717 4.577 3.503 0.04
N 4.583 -0.952 1.651 -0.10
N -0.401 -7.534 6.529 0.03
C -3.409 -4.545 -0.568 -0.12
C 2.560 3.026 -5.183 -0.22
C -2.866 4.486 3.427 -0.07
C -1.284 -7.330 8.996 -0.04
C -2.986 1.688 -8.450 -0.06
C -0.056 1.290 0.288 -0.75
C -4.077 2.503 4.707 -0.15
C 2.514 1.517 -5.525 -0.40
C 6.438 -1.978 0.084 -0.04
C 2.855 1.295 -7.050 -0.08
C 5.118 -1.213 0.215 -0.47
C -3.672 0.925 -7.303 -0.47
C -5.032 -2.899 -1.034 -0.19
C 3.844 5.779 2.723 -0.46
C 3.439 -3.229 0.185 -0.20
C -1.375 -6.954 7.461 -0.42
C -1.174 -4.251 -5.282 -0.88
C -4.387 1.810 -6.279 -0.16
C 3.838 7.064 3.549 -0.06
C -6.509 2.598 4.260 -0.11
C 5.204 0.128 -0.489 -0.05
C -5.533 -1.865 -2.109 -0.41
C 2.916 -2.836 1.588 -0.11
C 4.079 -2.088 -0.498 -0.18
C 6.330 6.283 0.056 -0.06
C 3.969 -2.081 2.513 -0.45
C 2.148 4.557 -3.511 -0.11
C -6.557 -0.918 -1.461 -0.06
C 3.277 -1.419 3.671 -0.06
C -2.867 3.552 4.657 -0.40
C -3.734 2.738 -4.277 -0.17
C -2.233 -3.971 5.412 -0.11
C 5.143 5.635 1.968 -0.26
C 5.058 -3.067 3.041 -0.03
C -1.632 -5.499 7.104 -0.22
H -0.990 -8.363 9.183 0.07
H 3.605 3.294 -5.337 0.13
H -4.076 1.979 -3.575 0.08
H 5.962 5.383 2.642 0.13
H -2.872 4.202 5.532 0.12
H -1.905 4.889 3.107 0.07
H -3.110 -4.055 0.359 0.09
H -7.499 -1.423 -1.243 0.08
H 0.988 0.659 -6.427 0.04
H 2.743 -2.115 4.319 0.09
H -5.052 1.231 -5.638 0.12
H -3.705 2.176 -9.108 0.07
H 2.984 7.199 4.213 0.07
H -1.540 2.281 5.479 0.06
H -0.284 -8.536 6.584 0.07
H -4.108 -0.815 -8.156 0.08
H 3.968 -4.175 0.298 0.10
H -1.490 2.407 3.858 0.05
H -6.233 2.212 3.278 0.08
H -2.281 -7.452 7.115 0.12
H -2.545 -4.763 -4.017 0.11
H 6.985 -1.804 -0.842 0.08
H -3.808 1.763 3.953 0.11
H 3.059 5.903 1.976 0.14
H 3.218 -1.468 -0.750 0.11
H 2.064 4.640 -2.427 0.08
H -4.835 2.648 -6.812 0.14
H 2.232 1.884 -7.722 0.08
H 2.908 5.223 -3.920 0.09
H -2.224 -7.268 9.545 0.07
H -2.770 -3.802 4.478 0.08
H 6.325 -3.048 0.258 0.07
H -4.489 3.518 -4.380 0.09
H -6.751 -3.289 -2.904 0.07
H 4.680 7.013 4.238 0.08
H -1.339 -3.495 -3.556 0.09
H 5.524 0.049 -1.528 0.08
H -2.442 1.095 -9.185 0.07
H 0.534 1.673 -5.339 0.06
H -0.731 -7.226 5.625 0.06
H -1.328 -3.395 5.217 0.08
H 2.879 4.569 4.067 0.07
H 5.115 4.703 1.403 0.11
H 1.852 3.553 -5.823 0.13
H -5.390 -3.131 -3.730 0.06
H 1.072 2.440 1.341 0.11
H -3.469 5.379 3.593 0.07
H -2.842 3.181 -3.834 0.09
H 5.610 -3.541 2.230 0.06
H -0.638 -6.573 9.438 0.07
H 7.100 5.600 0.414 0.08
H 1.416 2.433 -0.477 0.10
H -2.713 -3.394 6.202 0.08
H 4.269 -2.211 -1.564 0.13
H -2.242 -5.020 7.870 0.13
H -6.726 -0.056 -2.106 0.07
H -4.093 -5.379 -0.408 0.09
H 3.282 0.971 -4.977 0.13
H -7.297 3.331 4.088 0.09
H -0.659 -5.007 7.081 0.13
H 5.678 5.602 -0.490 0.08
H -1.081 0.412 -1.152 0.12
H -2.489 -4.944 -0.997 0.08
H 5.812 -2.584 3.663 0.08
H -6.710 1.787 4.960 0.08
H 4.241 0.638 -0.482 0.08
H 2.476 -0.765 3.325 0.08
H 6.709 7.175 -0.441 0.09
H -5.230 -0.164 -7.104 0.06
H -2.950 0.370 -6.704 0.13
H 1.935 -2.365 1.522 0.11
H -2.317 2.473 -8.098 0.07
H 2.612 -3.666 -0.374 0.11
H 0.196 1.376 -1.739 0.10
H 4.633 -3.856 3.662 0.08
H 4.751 0.621 2.540 0.10
H -0.272 -2.661 -4.662 0.12
H 2.779 0.220 -7.209 0.08
H 3.981 7.909 2.876 0.08
H -4.628 -1.357 -2.442 0.13
H 3.902 -0.645 4.115 0.08
H 2.619 -3.760 2.084 0.11
H 4.469 4.604 4.176 0.07
H -2.331 -5.688 -5.563 0.14
H 7.086 -1.658 0.899 0.08
H -6.190 -0.583 -0.491 0.07
H 1.204 4.883 -3.947 0.08
H -4.158 1.879 5.597 0.11
H -4.966 -2.481 -0.030 0.12
H 3.896 1.593 -7.182 0.07
H -3.255 4.083 2.492 0.07
H 5.983 0.772 -0.083 0.08
H -5.746 -3.717 -0.941 0.11
```

Results
E_HOMO: -8.024 eV
LUMO level: 0.005 hartree
Net charge: 0

=====

DFT (ωB97M-V/def2-TZVPD) results for the molecule C10H9O2P in a non-equilibrium geometry.

```
22
Properties=species:S:1:pos:R:3:nbo_charge:R:1
P -2.450 0.682 -4.102 0.48
O -3.534 -0.555 -0.924 -0.63
O -3.192 0.183 1.197 -0.66
C -2.914 -0.173 0.074 0.75
C 0.917 0.163 0.454 0.08
C 1.311 0.143 -0.833 -0.25
C -1.392 0.160 -0.209 0.04
C -1.911 0.367 -2.616 0.04
C -0.982 0.352 -1.655 -0.35
C 1.978 0.342 1.567 -0.43
C -0.461 0.050 0.781 -0.20
C 0.404 0.345 -1.840 -0.07
C 2.186 -0.862 2.561 -0.61
H -0.871 -0.058 1.770 0.26
H 1.234 -1.156 2.928 0.22
H 1.592 1.184 2.257 0.22
H 2.866 -0.699 3.416 0.22
H 2.838 0.769 1.091 0.21
H 2.770 -1.672 2.097 0.21
H 0.788 0.431 -2.874 0.22
H -3.584 -0.019 -4.076 0.04
H 2.406 0.025 -1.064 0.23
```

Results
Energy above the lowest of the compared OMol25 structures with the same formula, charge and spin: 77.5 kcal per mole
E_HOMO: -8.781 eV
LUMO level: -0.088 hartree
Net charge: 0

=====

Look up the net charge of the second one. +1